1.
C47H27BrCoF8N3O2SSb as an isolated structure. Source: OMol25; level of theory: ωB97M-V/def2-TZVPD.

Properties
charge: +1
<S²>: 6.168
energy above the lowest of the compared OMol25 structures with the same formula, charge and spin: 612.6 kJ/mol
HOMO-LUMO gap (spin up / spin down): 4.833 / 3.143 eV
multiplicity: 5

Last column: Löwdin charge in e.
Geometry (Å):
C -5.03422 3.66921 -3.29034  0.004
C 4.66039 -3.79295 2.36405  0.014
F 1.19277 0.17385 -3.15058  0.119
N -3.31709 -2.48894 -0.81802  0.142
Co 0.06178 0.31057 -0.33291  0.085
C 2.53838 -3.93698 3.52774  0.002
C 4.00694 2.22275 -4.07339  -0.077
C 3.46362 1.55037 2.44160  -0.130
H 3.03437 -1.54956 -2.05376  0.114
H 5.53064 0.33613 0.84348  0.117
C -4.91540 -4.06915 -0.71945  -0.235
C 4.52281 -0.13949 -2.98848  -0.083
C -5.54526 -5.24541 -1.11786  -0.030
F 4.03095 1.86752 6.03805  0.075
H 2.03243 -4.11721 4.47171  0.129
C -5.32234 -5.72329 -2.40202  -0.081
H 5.70853 -4.02489 2.34299  0.125
C 2.21441 1.02016 -2.91422  -0.213
C 2.73192 -2.55883 1.53991  -0.334
H -1.39390 2.61086 1.93396  0.087
H -2.86783 -3.52216 -3.49400  0.095
H 4.60377 -2.71803 0.59213  0.080
O -1.19411 0.68727 2.78518  -0.123
C 2.49928 3.33567 -2.58756  -0.150
N -6.82343 6.70452 -3.62769  0.172
C -4.06357 2.84385 -2.78629  -0.019
C 6.10480 0.71972 -1.19423  0.014
C -3.00938 3.28505 -1.99187  -0.255
F 6.76060 0.72516 -3.50457  0.069
H -5.80707 -6.67077 -2.73912  0.112
C -3.77879 -1.52761 1.49439  -0.039
O -1.85395 -0.64977 0.36312  -0.086
H 1.05034 -0.54832 3.69071  0.111
C -2.07241 2.32292 -1.59394  -0.052
C 3.43417 1.54427 4.85951  -0.222
H -3.11344 0.70095 4.47069  0.115
C -4.06549 5.41345 -1.87368  -0.012
C 3.80709 -0.82563 -1.80409  -0.081
C -3.04958 4.59744 -1.52332  -0.023
C 4.04248 -3.01248 1.43005  -0.126
C -1.24717 2.14432 2.91852  -0.001
C 3.99776 -0.37385 -0.52011  -0.333
C -3.86721 -3.50291 -1.56444  -0.167
H -5.30789 -2.45579 2.72456  0.100
H -2.25347 4.93617 -0.81719  0.140
C 2.43916 0.56736 2.40510  -0.350
Br -5.03355 -1.43914 5.47707  0.803
C -5.01380 4.99720 -2.84678  -0.193
C -2.36670 0.04644 2.61178  -0.253
C -4.43015 -5.04040 -3.32366  -0.086
C 2.42533 0.60258 4.84030  0.006
C -4.01261 -2.38856 0.34762  -0.236
C 5.81807 0.48833 -2.52340  -0.161
F 3.12646 0.23573 -4.97713  0.039
C 3.47365 0.86708 -3.71503  -0.188
H -4.13144 6.40693 -1.53419  0.113
C -6.01215 5.92181 -3.30946  -0.161
C -1.31662 1.43566 -1.14094  -0.094
C 1.95122 -3.14318 2.54503  -0.129
H 0.87559 -2.94978 2.64506  0.110
H 1.93845 0.19798 5.71010  0.124
H -4.40659 -5.40657 -4.39136  0.115
N -4.98165 -3.34742 0.42498  0.163
F 3.82161 4.56887 -4.08202  0.146
C -3.65894 -3.95169 -2.89506  -0.037
Sb 2.09233 -0.67148 0.65166  1.545
H -4.03380 1.77297 -2.99666  0.128
H 4.57080 2.89829 3.68747  0.111
S 1.31577 1.92995 -0.55029  0.922
C -2.67983 -0.61631 1.42687  -0.189
H 4.67270 -0.86122 -3.74833  0.145
H -6.26122 -5.65545 -0.44052  0.105
F 5.00211 2.27236 -4.96677  0.167
H -2.56691 -1.81474 -1.09583  0.161
C 3.47564 3.36726 -3.57577  -0.117
C 5.21528 0.22322 -0.20537  -0.094
C 1.92404 0.13424 3.62128  -0.134
C 3.88952 2.09531 3.63000  0.013
C 1.97539 2.12279 -2.17122  -0.393
H 3.77209 1.97071 1.50661  0.079
H -5.77748 3.35105 -3.96446  0.116
H -0.30392 2.40855 3.35903  0.085
H -2.11154 0.06849 -0.33846  0.073
C -4.17810 -1.04079 3.85925  -0.685
F 4.44138 -5.00688 4.42471  0.076
C -3.22265 -0.05107 3.70429  -0.044
C -4.48873 -1.77028 2.71574  -0.042
C 3.89351 -4.24558 3.44742  -0.236
H 7.00272 1.26591 -0.87444  0.136
F 1.87733 4.52575 -2.24564  0.102
H -2.12900 2.38956 3.52215  0.093

Atoms 1-6, force components in eV/Å:
0.7 1.4 1.0
-0.5 -1.1 1.6
1.2 -0.1 0.8
1.1 1.3 -0.8
-2.4 -0.8 -0.1
0.6 0.3 0.4



2.
A 4-piece molecular cluster, C47H30FN2O6 overall. Source: OMol25; level of theory: ωB97M-V/def2-TZVPD.

Properties
charge: +1
HOMO-LUMO gap: 6.546 eV
multiplicity: 1

Last column: Löwdin charge in e.
Geometry (Å):
C 2.88840 -3.88460 1.41120  -0.276
C -4.65461 3.56470 -4.74527  -0.082
H 1.25870 3.09911 4.30295  0.112
H -5.25736 5.61023 -5.07775  0.125
C -5.15918 2.36703 -1.14828  0.010
C 5.97250 3.61749 9.38557  -0.053
O -3.51679 0.16079 -5.03613  0.066
H 3.45987 -7.69911 -1.16098  0.111
C 0.85493 -2.49299 1.01023  -0.089
H 5.75125 1.50596 9.74094  0.109
C 2.47542 -1.76868 2.65013  0.015
C -3.97280 1.17456 -4.52777  -0.278
C 3.07436 3.07791 6.29938  -0.279
C -1.44244 -5.47118 -5.61012  -0.101
C -4.98255 3.59641 -3.30271  -0.278
C 2.59703 4.25545 5.53939  -0.084
F -0.56428 -6.62711 -3.58654  0.102
C -0.50310 -6.60263 -7.35319  0.021
H 4.07269 1.19536 7.95556  0.120
C 1.22256 -4.66383 -0.27578  -0.080
H 6.71581 3.75094 10.16548  0.110
C 0.53219 -0.41373 2.19303  -0.049
C 4.59633 4.54103 7.63056  -0.084
O 4.60245 6.82021 7.07006  0.107
H -3.91930 -0.90473 -2.80942  0.109
C -3.81643 2.39544 -6.68731  -0.002
H -1.91754 -4.84766 -7.72609  0.186
H -0.05386 0.48134 2.37706  0.108
O 3.93220 -4.06636 2.01277  0.115
C -5.05247 1.19934 -0.39974  -0.051
C -1.90655 -2.98254 -5.07976  0.077
O -5.38240 4.62255 -2.78126  0.113
C 0.79840 -5.58970 -1.23013  -0.013
H 2.04836 0.09368 3.63512  0.106
H -5.31649 1.20574 0.65324  0.111
C 0.37711 -3.48692 0.02492  -0.280
C 3.24740 -5.93820 0.05394  0.014
H -4.54344 -0.89244 -0.41953  0.108
C -4.82574 2.35982 -2.50402  -0.081
C 2.59682 6.63712 5.13517  0.007
O -0.69727 -3.33606 -0.53743  0.080
H -3.75454 3.52702 -8.51336  0.109
C -4.53380 4.69027 -6.87820  -0.048
H -4.69295 5.57799 -7.48246  0.112
H -0.15440 -5.45943 -1.73222  0.095
N -0.66410 -6.46208 -4.91147  -0.017
C 2.44153 -4.84406 0.37605  -0.076
C -4.00927 3.53711 -7.45807  -0.055
C 1.71531 -0.62987 2.89679  -0.038
H 0.40218 5.06480 3.07570  0.106
C -4.26486 0.01530 -2.34772  -0.004
C -2.28810 -4.36516 -4.79076  -0.050
C 4.13392 5.71465 6.85751  -0.279
H -5.50641 3.28038 -0.67490  0.125
C 4.48668 2.18228 8.13940  0.003
H 3.39909 -1.92854 3.19790  0.126
C -4.36398 1.18661 -3.10071  -0.087
H -3.10186 -4.65534 -4.04452  0.122
O 2.64747 1.96282 6.04645  0.087
H -2.01159 -2.66285 -6.17539  0.091
C 1.60155 -6.68242 -1.54534  -0.072
C 1.15298 5.19539 3.84901  -0.060
H -1.48326 -2.34215 -4.23390  0.103
C 2.05222 -2.69734 1.69745  -0.083
H -3.41183 1.49854 -7.14635  0.116
C 2.82922 -6.85225 -0.90844  -0.050
H -0.19383 -6.95733 -8.39150  0.134
C 0.09867 -1.34572 1.25562  0.002
C 5.43266 2.35570 9.14507  -0.055
C 1.63568 4.08922 4.54045  -0.002
H 0.70667 -8.08779 -5.84911  0.146
H 5.97693 5.69075 8.82638  0.123
C 5.55595 4.70915 8.63076  0.007
C -4.61443 0.02142 -1.00134  -0.057
H 1.27271 -7.39956 -2.29072  0.088
C 1.62638 6.47016 4.15263  -0.055
C -0.02897 -7.21840 -5.99797  0.065
C 4.07007 3.27461 7.37582  -0.086
H -0.82690 -1.17382 0.71437  0.117
C -4.14811 2.40434 -5.33076  -0.088
H 2.96551 7.63259 5.36363  0.123
C -4.85191 4.70683 -5.52350  0.011
H 4.20390 -6.07857 0.54857  0.126
C 3.08865 5.52884 5.82640  -0.082
N -1.42105 -5.47222 -7.05605  0.118
H 1.24001 7.33439 3.62133  0.109

Atoms 1-6, force components in eV/Å:
0.9 0.0 0.7
0.0 0.1 -0.4
0.1 0.1 0.2
0.1 -0.2 0.1
0.0 -0.2 0.2
-0.1 0.1 -0.2



3.
C47H34F3N9O2SSc as an isolated structure. Source: OMol25; level of theory: ωB97M-V/def2-TZVPD.

Properties
charge: +1
energy above the lowest of the compared OMol25 structures with the same formula, charge and spin: 169.1 kJ/mol
HOMO-LUMO gap: 6.425 eV
multiplicity: 1

Last column: Löwdin charge in e.
Geometry (Å):
C 3.52316 3.15234 -2.06735  -0.035
C 5.15998 -0.81911 1.13932  -0.055
H 3.75207 5.00647 -3.14121  0.118
C 5.95057 0.35066 3.07000  -0.066
H 3.28500 2.86513 0.82255  0.141
C -1.42278 3.43216 2.68307  0.034
C -2.72973 -0.03297 -0.77243  -0.449
H 4.57740 2.94834 -1.93914  0.120
C 4.14204 0.11042 0.99524  -0.036
H 3.30211 4.08433 2.86895  0.142
H 4.89175 2.10709 3.61912  0.106
C 2.96458 2.24983 1.66988  -0.212
C -3.35764 2.25000 1.94959  0.049
O 1.33512 3.46706 2.82426  0.036
H -2.88304 4.86730 -4.07744  0.123
C 1.31763 -1.67282 1.86862  -0.109
N -2.30605 -1.05889 2.42417  0.143
H -5.45262 0.96784 -2.27378  0.119
C 1.70294 4.42705 -2.88511  0.009
C -0.00720 -5.65687 -0.73878  -0.082
C -5.50297 2.75226 -3.49989  -0.048
O -3.74786 -0.77272 -1.39513  -0.034
C -1.47816 2.97679 -2.33503  -0.223
C 0.80353 2.54944 2.01457  -0.317
H 6.65740 0.46152 3.88186  0.109
H -5.14569 -3.62808 1.97427  0.117
C -3.21389 -2.04562 -1.78146  -0.075
H 0.75873 -1.13128 2.62261  0.116
H -1.36760 -1.58393 -2.83218  0.138
C -1.68926 -1.85418 -1.81760  -0.280
C -2.62804 1.30494 -1.50099  -0.060
H -5.28735 4.53417 -4.65781  0.113
C 4.93285 1.28300 2.91828  -0.036
H 2.90689 2.63537 3.83265  0.129
H -3.43256 4.01880 3.15969  0.123
C 2.65978 -2.90662 -0.17932  -0.120
C 4.00530 1.17060 1.88524  -0.159
C -3.22249 -0.90952 1.47580  -0.272
C -0.04886 -5.26189 -2.06755  -0.076
N -3.11897 0.25208 0.64274  0.077
H -3.64549 -2.32050 -2.74186  0.138
C 2.74173 3.15463 2.88925  -0.066
C -2.80149 3.30512 2.64698  -0.004
H -4.42594 2.09808 1.89739  0.132
C -4.78730 3.83469 -4.00071  -0.045
N 1.26720 2.39495 -1.66628  0.080
C -1.01733 -3.14936 -1.42760  -0.210
C -0.66769 2.49914 1.99336  -0.161
S 1.61662 -0.94059 -1.92087  0.736
H 0.31998 -5.92291 -2.84163  0.110
C -4.90865 1.81986 -2.65513  0.021
H -0.56794 -3.70633 -3.44822  0.121
H 2.17557 -3.15071 3.16826  0.113
N -0.50482 3.70048 -2.68164  0.208
H 1.27233 5.25601 -3.42596  0.118
H 5.24491 -1.62534 0.42181  0.099
H 0.38868 -6.62900 -0.47258  0.106
C -2.85989 3.11259 -2.83788  -0.088
N -1.49411 -0.74188 -0.89425  -0.052
C -0.97592 -3.55015 -0.09481  -0.044
F 2.76847 -3.70339 -2.40911  0.138
N 1.21884 -1.19995 0.62712  -0.068
C -3.44478 4.03233 -3.68087  0.012
C 6.06776 -0.70532 2.18208  -0.066
C -3.57831 2.02428 -2.33508  -0.086
H -3.47928 -2.79385 -1.03218  0.117
H 3.45081 -0.00700 0.17465  0.065
C 2.76370 -3.39339 1.10920  0.016
C 0.83439 3.46793 -2.35820  -0.287
H -0.93276 4.22530 3.22714  0.128
F 4.52916 -2.76084 -1.59610  0.134
H -0.44855 -5.09654 1.28827  0.105
Sc 0.08777 0.42191 -0.41396  0.906
H -3.41193 -3.93882 3.75352  0.108
N -1.44760 1.83975 -1.48481  0.116
C -2.52441 1.34971 1.29377  -0.279
F 3.94627 -4.72689 -0.92463  0.142
H -1.33960 -2.87476 0.66940  0.093
C -4.34472 -2.91067 2.09945  -0.041
H -5.01959 -1.58708 0.52842  0.122
C -0.47302 -4.79626 0.24690  -0.077
C -4.28242 -1.79189 1.29016  0.003
C 3.46374 -3.52738 -1.28722  -0.605
H -1.65418 -2.21097 3.99927  0.108
C -0.54975 -4.01392 -2.40839  -0.035
C 3.06646 4.27655 -2.73163  -0.034
C 1.85649 -1.78056 -0.41031  -0.662
C 2.59526 2.25817 -1.56662  -0.181
C -2.40668 -2.12261 3.22342  -0.133
H 3.38576 -4.25817 1.29902  0.134
N 1.57989 1.79097 1.34468  0.156
C 2.08652 -2.77994 2.15764  -0.028
H -6.54126 2.63291 -3.78001  0.112
H 6.86588 -1.42764 2.29224  0.110
N -1.19354 1.48110 1.30845  0.138
H 2.93757 1.36386 -1.07290  0.047
C -3.38888 -3.08626 3.08931  -0.056

Atoms 1-6, force components in eV/Å:
0.1 0.0 0.0
0.0 0.0 0.0
0.0 0.0 0.0
0.0 0.0 0.0
0.0 0.0 0.0
0.1 -0.1 0.0



Number 1: maximum force 4.14 eV Å⁻¹. Number 2: maximum force 7.56 eV Å⁻¹. Number 3: maximum force 1.30 eV Å⁻¹.